ORCA calculation (ωB97M-V/def2-TZVPD) on a gas-phase ion, C29H45ClF8NO4S (charge +1) in a non-equilibrium geometry.

XYZ file:
```
89
C29H45ClF8NO4S (ωB97M-V/def2-TZVPD)
C 2.28453 2.02624 7.86892
C 1.22687 1.22564 6.85009
C 1.36753 -0.38453 7.12605
C 0.16660 -1.29005 6.40087
C 0.20822 -1.05814 4.75230
C -1.03012 -0.08739 4.29779
C -2.08575 -0.74769 3.23323
C -2.35800 -2.35263 3.42059
C -3.51990 -2.92205 2.36095
C -3.12053 -2.71518 0.78475
C -1.93748 -3.70793 0.23041
C -0.49800 -2.87675 0.37841
C -0.02865 -2.15429 -1.03555
C -0.93083 -0.80863 -1.32994
C -2.06826 -0.89748 -2.54344
C -2.32729 -2.21326 -3.49064
C -1.52877 -1.95347 -4.90211
C -0.04014 -2.63825 -4.98976
C 1.14890 -1.55379 -5.43246
S 2.76604 -2.03154 -4.56063
O 3.92066 -0.98991 -4.83187
O 2.61078 -2.08493 -3.01048
O 3.35684 -3.56619 -5.05287
C -3.01889 0.43611 -2.88160
C -2.75809 1.78820 -1.99171
Cl -3.75821 3.32039 -2.28459
C -1.59571 1.72551 -0.83769
N -0.73456 0.48999 -0.51967
C 0.30217 0.66871 0.56824
C 1.67446 1.43567 0.10318
O 2.10761 1.16150 -1.27596
C 1.50643 2.10145 -2.23535
C 2.51717 2.64268 -3.40712
F 1.96233 2.18807 -4.73722
F 3.85262 1.97974 -3.23109
C 2.64278 4.27389 -3.29248
F 2.98229 4.59932 -1.88701
F 3.84370 4.65447 -4.12628
C 1.38074 5.11451 -3.91579
F 0.04575 4.52430 -3.66498
F 1.51756 5.19529 -5.41804
C 1.29222 6.68856 -3.36503
F 1.72844 7.57193 -4.47146
F -0.14994 6.96117 -3.02497
H 3.39979 1.65860 7.66796
H 2.28209 3.19933 7.66969
H 2.01381 1.83650 9.00889
H 0.15451 1.67035 7.08721
H 1.55763 1.54907 5.75210
H 2.39590 -0.72056 6.63410
H 1.41864 -0.53330 8.28664
H 0.35519 -2.40449 6.70339
H -0.84264 -0.89426 6.88892
H 0.31866 -2.05112 4.14382
H 1.21518 -0.44638 4.56079
H -1.55199 0.37586 5.26529
H -0.54450 0.85191 3.74357
H -3.13304 -0.20866 3.42763
H -1.75791 -0.41927 2.15622
H -2.64232 -2.57514 4.53366
H -1.38292 -2.98740 3.15283
H -3.67706 -4.07598 2.56117
H -4.51485 -2.31142 2.56323
H -4.09116 -2.96649 0.13647
H -2.85741 -1.59688 0.52745
H -2.05745 -3.92735 -0.92193
H -1.89286 -4.75239 0.76752
H -0.69223 -2.06122 1.19641
H 0.36213 -3.57975 0.78979
H 1.10198 -1.84670 -0.87734
H -0.17005 -2.96502 -1.87986
H -2.07646 -3.24180 -2.99219
H -3.49340 -2.22133 -3.73663
H -2.17793 -2.45472 -5.76096
H -1.39878 -0.81045 -5.13354
H 0.32064 -3.15610 -4.00408
H -0.04640 -3.45597 -5.85651
H 0.88984 -0.46358 -5.08078
H 1.37443 -1.61028 -6.60284
H 4.05140 -3.36469 -5.76184
H -3.83830 0.42151 -3.73919
H -1.40596 2.72905 -0.22423
H 0.61075 -0.31364 1.12349
H -0.20265 1.36629 1.39490
H 1.64254 2.60813 0.29846
H 2.54794 1.03544 0.81132
H 0.64598 1.49309 -2.79598
H 0.97440 3.01834 -1.73841
H 1.89074 6.86358 -2.37464
```

Results
- Charge: +1
- Structure (SMILES): CCCCCCCCCCCCCc1c(CCCCS(=O)(=O)O)cc(Cl)c[n+]1CCOCC(F)(F)C(F)(F)C(F)(F)C(F)F
- Highest occupied orbital energy: -0.457 Eh

Here are the Löwdin charges for atoms 1 to 2, given in e: -0.165 -0.277

***

ORCA calculation (ωB97M-V/def2-TZVPD) on a molecular structure, C29H45ClMoN6O2S3Si in a non-equilibrium geometry.

XYZ file:
```
88
C29H45ClMoN6O2S3Si (ωB97M-V/def2-TZVPD)
Mo 0.00196 -0.26578 -0.17739
C -4.55264 -3.18203 3.23113
C -3.40246 -2.19173 3.32006
N -2.14952 -2.73567 2.84996
C -1.45422 -2.32225 1.74424
S -2.27102 -1.45630 0.45850
N -0.19699 -2.64048 1.70074
N 0.40558 -2.18389 0.52383
C 1.09093 -3.09191 -0.16728
C 1.38571 -4.47592 0.31305
C 1.39323 -2.64643 -1.46117
C 2.01632 -3.42354 -2.46866
C 2.09134 -2.95618 -3.74431
C 1.55936 -1.67581 -4.03186
C 1.04619 -0.93416 -3.01262
N 0.94573 -1.37406 -1.72683
H -5.47747 -2.74545 3.61526
H -4.70758 -3.48409 2.19366
H -4.34340 -4.08277 3.81044
H -3.61316 -1.31031 2.71722
H -3.28064 -1.83582 4.34878
H -1.58514 -3.26425 3.49651
H 1.11549 -4.58234 1.35889
H 0.83250 -5.22482 -0.25975
H 2.44927 -4.69981 0.20231
H 2.40261 -4.39955 -2.20769
H 2.55256 -3.55027 -4.52201
H 1.59726 -1.25552 -5.02691
H 0.70919 0.07778 -3.17704
O -2.85396 2.21264 1.43834
C -1.78884 1.61368 1.19908
O -1.31341 1.39694 0.04423
C -0.94379 1.09214 2.32354
C -1.14772 1.45708 3.63975
C -0.28299 0.95910 4.60183
C 0.73723 0.11221 4.20071
C 0.86683 -0.21537 2.86233
N 0.04626 0.27419 1.93029
H -1.96832 2.12153 3.86909
H -0.39979 1.22820 5.64327
H 1.43844 -0.30237 4.91153
H 1.63833 -0.88292 2.50833
Cl -1.89928 0.46853 -4.64939
C -2.42600 0.21346 -2.98408
H -1.55883 0.21894 -2.31604
H -2.93832 -0.73889 -2.89736
C 1.98727 2.53491 1.22648
Si 1.92281 1.51537 -0.39289
C 1.69746 2.93066 -1.72657
C 2.89458 3.88869 -1.77389
C 1.47305 2.43043 -3.15846
C 0.45571 3.75239 -1.35100
C 3.72185 0.75962 -0.47618
C 4.14740 0.32347 -1.87852
C 3.72867 -0.48025 0.43030
C 4.80463 1.69867 0.07326
H 2.66625 3.38824 1.16615
H 2.32600 1.91777 2.06371
H 1.00082 2.92066 1.49702
H 3.78140 3.40853 -2.19229
H 3.16057 4.29387 -0.79622
H 2.65553 4.73824 -2.42658
H 2.20604 1.68909 -3.48479
H 1.52216 3.27343 -3.85905
H 0.47393 1.99862 -3.27522
H 0.54233 4.20810 -0.36223
H -0.45146 3.14536 -1.34977
H 0.32056 4.56697 -2.07410
H 3.43979 -0.36728 -2.33978
H 5.11613 -0.19025 -1.82560
H 4.27249 1.17710 -2.55049
H 2.97884 -1.21730 0.13599
H 3.54622 -0.20891 1.47477
H 4.71278 -0.96577 0.39256
H 4.91871 2.60855 -0.51422
H 5.77333 1.18155 0.06187
H 4.60954 1.99357 1.10595
S -3.45147 1.61610 -2.44612
C -4.48090 0.76402 -1.31243
N -4.63403 1.19549 -0.10744
C -5.43051 0.31540 0.75709
C -6.33954 -0.47918 -0.16425
S -5.41423 -0.62516 -1.72993
H -3.92508 1.84044 0.36935
H -5.97231 0.89674 1.49801
H -4.69709 -0.33392 1.24413
H -7.26630 0.04725 -0.38616
H -6.56080 -1.46699 0.23100
```

Results
- Charge: 0
- Highest occupied orbital energy (spin up / spin down): -0.218 / -0.215 Eh

Here are the Löwdin charges for atoms 1 to 2, given in e: 1.165 -0.092

***

ORCA calculation (ωB97M-V/def2-TZVPD) on a molecular structure, C29H45ClN5O4RhS.

XYZ file:
```
86
C29H45ClN5O4RhS (ωB97M-V/def2-TZVPD)
Rh -0.27825 1.56132 1.34171
C 2.36638 0.60335 1.61785
N 1.63068 1.42413 0.62305
C 1.74195 0.81265 -0.72308
C 2.17944 2.81095 0.56549
C 1.70702 3.58468 1.77085
N 0.21532 3.53548 1.81790
C -0.25166 3.80542 3.19967
C -0.34575 4.56299 0.90338
H 3.44047 0.64747 1.42458
H 2.03975 -0.43194 1.54252
H 2.18052 0.97368 2.62789
H 2.75920 0.93167 -1.09016
H 1.04396 1.31135 -1.39788
H 1.52453 -0.25140 -0.66257
H 1.81447 3.26251 -0.35680
H 3.26984 2.77166 0.50643
H 2.05066 4.61982 1.73346
H 2.09077 3.15264 2.69428
H 0.11146 4.77882 3.53493
H 0.13057 3.04045 3.87698
H -1.33787 3.79260 3.22057
H 0.00670 5.54676 1.21743
H -1.42976 4.54083 0.95124
H -0.03978 4.37238 -0.12090
C -6.17008 6.65625 -0.62451
C -5.27904 5.47874 -0.37148
C -4.97077 4.59164 -1.40724
C -4.18944 3.47608 -1.18429
C -3.68220 3.26354 0.09620
C -3.97449 4.12397 1.15072
C -4.77477 5.22409 0.90543
S -2.73677 1.84393 0.36518
O -1.30438 2.04717 -0.26544
O -3.36579 0.69931 -0.20010
O -2.32709 1.78594 1.80836
H -5.97852 7.09200 -1.60395
H -6.04237 7.42516 0.13463
H -7.21503 6.33939 -0.60643
H -5.36566 4.77381 -2.39826
H -3.98380 2.77727 -1.98461
H -3.61552 3.91376 2.14900
H -5.02565 5.89106 1.72008
C -1.14397 -6.10293 0.07285
C 0.19741 -5.46675 -0.31733
C 0.98128 -6.53502 -1.08615
C 0.96758 -5.14244 0.97185
C -0.00728 -4.18968 -1.21321
O -0.27231 -4.54876 -2.57093
C 1.15723 -3.18690 -1.17567
C 2.52753 -3.59081 -1.74529
C 3.43712 -2.38830 -1.65997
C 4.11182 -2.12983 -0.46641
C 4.87943 -0.99035 -0.30809
C 4.97082 -0.08567 -1.35814
Cl 5.84576 1.39693 -1.12799
C 4.34390 -0.33771 -2.56779
C 3.57716 -1.48661 -2.70792
C -1.30111 -3.38098 -0.91134
N -1.15775 -2.32855 0.08838
C -0.89073 -1.06195 -0.15380
N -0.69568 -0.43263 1.00636
C -0.88575 -1.41149 1.94777
N -1.16994 -2.56496 1.41773
H -0.96005 -7.08458 0.51041
H -1.78951 -6.24930 -0.79679
H -1.67836 -5.51631 0.81885
H 1.26502 -7.32474 -0.38874
H 1.89365 -6.16982 -1.54662
H 0.36764 -7.01753 -1.85330
H 1.00362 -6.03390 1.59716
H 0.47635 -4.36264 1.54979
H 2.00424 -4.84426 0.78058
H 0.18578 -5.36786 -2.78978
H 1.31294 -2.84394 -0.14543
H 0.82454 -2.32056 -1.75730
H 2.42483 -3.92761 -2.77590
H 2.96573 -4.40382 -1.17249
H 4.05173 -2.84515 0.34687
H 5.42260 -0.80733 0.61022
H 4.45583 0.35830 -3.38947
H 3.08984 -1.68398 -3.65592
H -2.12942 -4.01196 -0.61727
H -1.56734 -2.87543 -1.83910
H -0.87231 -0.61722 -1.13476
H -0.83914 -1.24838 3.01198
```

Results
- Charge: +2
- Highest occupied orbital energy: -0.501 Eh
- ΔE to the lowest compared entry with this formula, charge and spin: 0.089 eV

Here are the Löwdin charges for atoms 1 to 2, given in e: 1.236 -0.026

***

Q: Which of these has the highest charge?
A: C29H45ClN5O4RhS